1.
A structure of composition C23H51BGeN4O2S6SbZn, computed with ωB97M-V with the def2-TZVPD basis set.

Geometry as ORCA input:
```
! RIJCOSX wB97M-V def2-TZVPD def2/J DEFGRID3
* xyz -1 1
H 3.87 4.29 2.00
C 2.01 -1.46 -3.26
H -5.33 -4.98 -2.97
H 0.53 4.04 -0.83
N -2.36 -4.40 0.55
C -2.22 4.14 -0.51
O 2.27 -0.67 -1.04
O 0.74 -1.26 -2.60
C 4.11 -0.13 -2.47
H -4.14 -3.70 -3.22
H -0.19 2.20 4.42
H 3.85 1.12 2.35
H 1.84 -3.61 -2.99
C 2.90 1.66 2.20
H 1.99 0.54 -4.11
H 4.24 4.24 0.27
H -2.40 5.10 -0.99
S -2.53 -2.32 -1.12
H -5.13 -2.38 -1.35
C 3.75 -2.44 -1.59
H -1.45 -3.99 0.78
H 2.77 2.27 3.10
Zn -0.61 -1.24 0.07
S 0.34 -1.04 4.98
H 1.78 -0.06 2.91
H -1.51 2.81 3.43
H 1.05 2.71 -3.31
S -2.76 -3.14 3.79
C 3.06 -1.18 -2.13
H -6.30 -3.66 -1.06
H 3.27 1.95 0.11
C -0.44 5.17 4.07
H -0.20 2.22 0.69
H -5.85 -3.38 -3.51
H 3.65 0.82 -2.71
C 0.28 4.04 3.33
S -3.09 1.27 -1.53
Ge -0.01 1.44 2.02
H 0.36 4.31 2.27
H 4.76 0.01 -1.61
C 4.12 3.63 1.17
C -5.14 -3.91 -2.87
B 0.92 -0.87 -1.28
H -1.03 5.75 6.07
H 1.90 0.05 1.16
H 4.33 -2.94 -2.37
H 1.23 -0.70 -5.10
C 2.01 -2.89 -3.79
C -1.70 2.11 -1.84
H 2.09 3.05 0.77
H -1.42 5.32 3.62
H 1.22 1.96 -1.70
C 1.78 0.64 2.07
C 2.07 -0.50 -4.44
H -0.57 0.69 -2.77
H 4.72 -0.44 -3.32
H -0.08 4.60 -2.40
H 5.08 3.17 1.39
S 0.35 -2.98 1.56
C -3.11 -3.71 -0.30
C -0.42 2.68 3.47
Sb -0.87 -2.00 3.33
C 0.53 2.48 -2.38
C -2.71 -6.85 0.59
H -1.75 4.31 0.46
N -0.67 1.69 -2.62
C -5.29 -3.45 -1.43
H 2.95 -3.13 -4.29
H -3.16 3.62 -0.37
H 2.99 -0.61 -5.00
N -1.37 3.32 -1.34
N -4.37 -4.12 -0.53
H -2.13 -5.54 2.22
H 0.37 4.69 6.02
H 3.02 -3.13 -1.18
H -1.23 4.04 5.74
H -4.67 -4.96 -0.09
H 1.30 3.96 3.70
H -1.69 -7.05 0.28
H -3.05 -7.67 1.22
H 1.20 -3.00 -4.51
C -0.04 3.74 -1.71
C -2.79 -5.53 1.35
H -3.79 -5.35 1.75
S -1.67 -0.07 1.90
C 3.05 2.56 0.98
C -0.59 4.90 5.56
H 4.42 -2.15 -0.79
H 0.12 6.10 3.92
H -3.33 -6.83 -0.31
*
```

HOMO-LUMO gap = 7.09 eV
HOMO = -4.83 eV
LUMO = 2.3 eV
ΔE to the lowest compared entry with this formula, charge and spin = 0.000 eV
F_max = 0.405 eV/Å
total energy = -211903.1952 eV

Results of the Mulliken charge analysis, in e, for atoms 1 through 4:
1 H 0.3167
2 C 2.1594
3 H 0.3205
4 H 0.2444


2.
A cluster of 2 separate species, C3H11N4 in total, computed with ωB97M-V with the def2-TZVPD basis set.

Geometry as ORCA input:
```
! RIJCOSX wB97M-V def2-TZVPD def2/J DEFGRID3
* xyz 1 1
H -3.65 1.48 0.26
H -3.09 0.16 -1.44
H 2.19 -1.13 1.19
N -3.08 0.65 0.55
H 0.32 2.03 -1.11
H 2.48 -1.34 -0.40
H 0.47 0.04 -0.39
H -2.89 0.48 1.51
C 1.66 -1.57 0.32
H 1.63 -2.65 0.34
H 2.06 1.90 -0.96
C -2.62 -0.07 -0.48
H -0.66 -2.71 0.12
N -1.72 -0.96 -0.57
H 1.02 2.33 0.31
C -0.66 -1.62 -0.15
N 1.14 1.76 -0.42
N 0.47 -0.97 0.04
*
```

HOMO-LUMO gap = 10.53 eV
HOMO = -13.58 eV
LUMO = -3.0 eV
ΔE to the lowest compared entry with this formula, charge and spin = 1.567 eV
F_max = 7.245 eV/Å
total energy = -9242.6762 eV

Results of the Mulliken charge analysis, in e, for atoms 1 through 4:
1 H 0.2609
2 H 0.3414
3 H 0.3113
4 N -0.3593


3.
The molecule C6H7N, computed with ωB97M-V with the def2-TZVPD basis set.

Geometry as ORCA input:
```
! RIJCOSX wB97M-V def2-TZVPD def2/J DEFGRID3
* xyz 0 1
H 1.06 -1.95 -2.33
H 1.59 1.88 -0.09
C 0.75 1.57 0.54
H 0.96 -2.41 -0.54
H 0.07 2.55 0.41
C -0.16 0.42 0.11
C -1.42 0.07 0.47
C -0.76 -1.39 -1.09
C 0.62 -1.76 -1.29
N 0.24 -0.42 -0.89
H 1.02 1.53 1.64
H -2.07 0.31 1.34
C -1.80 -1.14 -0.26
H -2.76 -1.71 -0.04
*
```

HOMO-LUMO gap = 9.22 eV
SMILES = Cc1ccc2n1C2
HOMO = -8.19 eV
LUMO = 1.0 eV
ΔE to the lowest compared entry with this formula, charge and spin = 4.107 eV
F_max = 3.780 eV/Å
total energy = -7821.5399 eV

Results of the Mulliken charge analysis, in e, for atoms 1 through 4:
1 H 0.1854
2 H 0.3250
3 C -1.0515
4 H 0.2692


4.
A cluster of 2 separate species, C11H13FIO2S in total, computed with ωB97M-V with the def2-TZVPD basis set.

Geometry as ORCA input:
```
! RIJCOSX wB97M-V def2-TZVPD def2/J DEFGRID3
* xyz 1 1
H -3.55 -0.68 1.04
C -2.17 -2.33 -2.59
I -0.99 2.95 -0.23
H 5.01 2.68 0.55
C 4.23 2.01 0.90
O -2.24 -1.83 -3.62
C -2.91 -1.55 0.74
H 1.40 0.49 -0.17
H -2.52 -2.00 1.67
C -2.71 1.73 -0.57
C 2.25 0.29 1.79
H -0.62 -3.02 -1.12
H -1.81 0.59 -2.22
C 4.26 1.53 2.20
S -1.62 -0.87 -0.34
H 3.30 0.29 3.66
H -3.57 -2.27 0.22
F -3.13 -3.21 -2.18
C 2.21 0.78 0.49
C -1.02 -2.09 -1.56
C -2.50 0.40 -1.37
H 3.17 2.02 -0.97
H 5.06 1.83 2.87
H 1.47 -0.39 2.14
H -3.46 -0.03 -1.69
C 3.20 1.64 0.05
C 3.27 0.67 2.65
O -3.79 1.97 -0.19
H -0.22 -1.60 -2.15
*
```

HOMO-LUMO gap = 7.79 eV
HOMO = -11.84 eV
LUMO = -4.1 eV
F_max = 2.796 eV/Å
total energy = -37358.0428 eV

Results of the Mulliken charge analysis, in e, for atoms 1 through 4:
1 H 0.3593
2 C 0.4124
3 I 0.1746
4 H 0.3744